Record 1
ORCA calculation (ωB97M-V/def2-TZVPD) on a gas-phase ion, CH3N4 (charge +1) in a non-equilibrium geometry.

```
8
Properties=species:S:1:pos:R:3:forces:R:3
C 0.231918 0.063056 0.418646 -0.331 -1.244 2.174
H -3.825362 0.298570 -0.975004 0.927 0.283 0.537
N -2.144238 0.191679 -0.011349 2.086 -0.139 -0.968
N 1.268650 0.443054 -0.185851 2.570 -0.561 -0.755
N -3.321093 0.017043 -0.095642 -0.810 -0.415 0.433
H 2.227918 0.056830 0.049243 -1.673 0.985 -0.106
N -0.964385 0.188013 0.066532 -3.426 0.668 -0.531
H 1.128267 0.882661 -1.072512 0.658 0.424 -0.785
```
Positions in Å, forces in eV/Å.

As for the total charge: +1. The LUMO energy is -0.2136 Eh. The spin multiplicity is 1. The SMILES is [H]/N=N/N=C=[NH2+]. The largest force on an atom comes out at 3.53 eV/Å. Its HOMO-LUMO gap is 8.49 eV. For the relative energy (zero: lowest compared OMol25 entry of this formula, charge and spin), the calculation gives 119.28 kcal per mole.

=====

Record 2
ORCA calculation (ωB97M-V/def2-TZVPD) on a gas-phase ion, C4H12NS2 (charge +1) in a non-equilibrium geometry.

```
19
Properties=species:S:1:pos:R:3:forces:R:3
H -1.122184 -2.074189 -0.336372 0.134 -1.450 -2.424
H -1.750924 -2.423385 1.244320 0.034 0.104 -0.071
C -1.135466 -1.759999 0.636428 -4.008 1.356 0.188
H 1.049238 -0.691813 -0.326928 0.845 -0.739 0.422
C 1.598475 0.218240 -0.494442 0.791 0.713 -1.672
C 2.918143 0.580262 0.250720 -2.763 2.337 1.260
S 0.341139 1.461601 -0.064614 -0.064 0.757 0.209
H -0.778727 -0.192511 -1.306882 -0.125 0.292 -0.681
N -1.830190 -0.382639 0.499348 -1.778 -0.980 3.625
H -1.965567 -0.069612 1.557257 1.002 0.262 -2.722
H 3.754226 -0.079052 0.207966 0.309 -0.569 -0.404
H -2.900749 -0.534415 0.319869 2.481 0.170 -0.430
H 1.725918 0.328286 -1.583629 0.034 -0.230 0.310
H -0.188898 -1.734995 0.991741 2.812 0.702 1.383
H 3.197688 1.675200 -0.071414 -0.328 -2.205 0.715
C -1.049290 0.682746 -0.728251 -1.380 -1.295 1.473
H -1.877951 2.772381 -0.860012 -0.513 -0.145 -0.193
H 2.489738 0.608793 1.309673 1.455 0.229 -0.881
S -2.474618 1.615100 -1.244781 1.061 0.690 -0.107
```
Positions in Å, forces in eV/Å.

As for the total charge: +1. The LUMO energy is -0.1227 Eh. The spin multiplicity is 1. The SMILES is CCS[C@H](S)[NH2+]C. The largest force on an atom comes out at 4.24 eV/Å. Its HOMO-LUMO gap is 10.25 eV. For the relative energy (zero: lowest compared OMol25 entry of this formula, charge and spin), the calculation gives 55.53 kcal per mole.

=====

Record 3
ORCA calculation (ωB97M-V/def2-TZVPD) on 2 unconnected molecules or ions with the total composition C13H10N6O6 in a non-equilibrium geometry.

```
35
Properties=species:S:1:pos:R:3:forces:R:3
C -2.340197 -0.924458 1.885885 0.250 0.212 0.084
C 6.447661 -3.174901 4.874053 -1.470 0.462 -0.682
N 6.340481 -1.256261 6.556204 -1.666 -0.081 -1.323
O 5.391753 -0.272714 6.720894 -1.022 -1.415 -2.089
N 4.309531 -0.370038 5.796174 2.370 -1.726 0.334
O 8.310044 -3.257092 6.299152 -1.709 -0.533 -1.913
C 5.759118 -3.742983 3.802022 1.131 0.259 1.177
C -0.952808 -0.770948 2.035506 -0.176 0.274 -0.251
C 4.519867 -3.204565 3.366401 -0.234 2.234 1.677
H 3.073626 -1.582791 3.621002 0.064 -0.361 0.014
H -0.748710 2.619974 1.774630 -0.008 -0.353 -0.102
C -2.569728 1.475229 1.580070 0.218 -0.368 0.185
N 3.833158 -3.797073 2.245250 -1.598 -1.144 -2.328
H 6.179910 -4.603259 3.293722 -0.036 0.088 0.130
O 8.117065 -4.735649 4.687972 -0.833 1.768 1.059
H -0.320125 -1.629284 2.271289 -0.283 0.115 -0.151
C 4.646160 -1.472259 5.064270 0.371 1.423 1.425
H -3.194391 2.358169 1.415461 0.227 -0.364 0.089
C 1.111445 0.720799 2.028021 -0.001 0.329 0.029
N 1.955924 -0.270032 1.586132 -0.793 0.684 0.220
H 3.415159 0.944332 2.112742 -0.072 -0.489 -0.300
C -3.143110 0.195517 1.634543 0.342 0.031 0.057
H -2.789642 -1.917992 1.982221 0.170 0.416 -0.054
N 7.701327 -3.742571 5.327726 2.392 -1.574 0.360
C -0.366350 0.497741 1.914386 -0.481 -0.137 0.240
C 3.974675 -2.063847 3.979590 -0.523 -1.160 -1.280
O 4.336674 -4.788704 1.681446 -0.760 2.036 1.377
C -1.191587 1.623164 1.760329 -0.155 -0.071 -0.223
O 2.741137 -3.286927 1.874352 2.277 -0.846 0.907
C 5.877675 -2.004620 5.523174 1.209 0.471 1.377
N 3.281814 -0.065312 1.981130 1.042 -0.383 0.254
O 1.572765 1.781389 2.451335 -0.222 -0.653 -0.343
H -4.218774 0.074258 1.507720 0.273 0.022 0.021
H 1.679373 -1.240904 1.512099 -0.078 0.225 0.097
H 3.910448 -0.496194 1.305649 -0.216 0.611 -0.074
```
Positions in Å, forces in eV/Å.

The LUMO energy is -0.0989 Eh. The spin multiplicity is 1. The SMILES is O=[N+]([O-])c1cc([N+](=O)[O-])c2nonc2c1.NNC(=O)c1ccccc1. The largest force on an atom comes out at 3.05 eV/Å. Its HOMO-LUMO gap is 6.34 eV. For the relative energy (zero: lowest compared OMol25 entry of this formula, charge and spin), the calculation gives 0.00 kcal per mole.

=====

Record 4
ORCA calculation (ωB97M-V/def2-TZVPD) on a single F2H2NPS molecule in a non-equilibrium geometry.

```
7
Properties=species:S:1:pos:R:3:forces:R:3
F -1.643665 0.051163 0.610321 0.749 0.037 -1.065
F 0.093752 1.407424 1.175142 0.031 -0.113 -1.998
S -0.695201 1.324541 -1.849690 0.288 0.186 0.089
H 0.612277 -1.384395 -0.714340 0.156 -1.151 -0.291
P -0.348034 0.606384 -0.160442 1.921 -3.044 4.110
H 1.010337 -1.207097 0.930797 -0.476 -0.106 0.069
N 0.970533 -0.798020 0.008211 -2.669 4.192 -0.914
```
Positions in Å, forces in eV/Å.

The LUMO energy is 0.0163 Eh. The spin multiplicity is 1. The SMILES is NP(F)(F)=S. The largest force on an atom comes out at 5.46 eV/Å. Its HOMO-LUMO gap is 11.04 eV. For the relative energy (zero: lowest compared OMol25 entry of this formula, charge and spin), the calculation gives 24.02 kcal per mole.

=====

Record 5
ORCA calculation (ωB97M-V/def2-TZVPD) on a gas-phase ion, C6H6N (charge +1) in a non-equilibrium geometry.

```
13
Properties=species:S:1:pos:R:3:forces:R:3
N 0.005978 0.182706 -0.321218 2.353 -0.202 2.014
C -1.085216 0.069243 -1.232614 2.725 -3.320 -1.841
C 1.894737 0.302277 1.107514 -0.157 -0.888 -0.947
H -1.879722 -0.003654 0.747896 1.124 -0.259 0.271
C 2.799802 -0.084706 1.953185 1.150 -0.912 1.302
H 3.429222 0.072784 2.793477 0.208 0.690 0.616
H -1.341556 1.031323 -1.382699 -2.338 2.726 -1.041
C 2.382002 -1.108141 1.135890 -0.133 0.221 -0.232
C 1.183365 0.637415 -0.022700 -3.425 -0.020 -0.563
C -1.111753 -0.520911 0.138668 -2.493 -1.877 0.715
H 1.495397 1.318913 -0.752686 1.469 0.759 -1.021
H -1.091997 -1.661316 0.277981 0.306 1.941 -0.346
H -0.804285 -0.610478 -2.103261 -0.789 1.142 1.073
```
Positions in Å, forces in eV/Å.

As for the total charge: +1. The LUMO energy is -0.2015 Eh. The spin multiplicity is 1. The SMILES is C1=CC=1C=[N+]1CC1. The largest force on an atom comes out at 4.67 eV/Å. Its HOMO-LUMO gap is 9.08 eV. For the relative energy (zero: lowest compared OMol25 entry of this formula, charge and spin), the calculation gives 107.95 kcal per mole.

=====

Record 6
ORCA calculation (ωB97M-V/def2-TZVPD) on a molecular structure, C24H23ClOOsP in a non-equilibrium geometry.

```
51
Properties=species:S:1:pos:R:3:forces:R:3
C 0.402794 2.165253 -1.842212 0.114 1.680 0.819
H -5.435091 -1.378633 -2.269284 1.100 0.387 0.247
C 1.226782 4.099857 -3.175900 -0.261 -0.841 0.667
C 3.391375 -1.745815 -1.561131 -0.101 0.040 -0.268
H -0.313176 2.716939 0.184695 0.581 0.777 -1.452
C 1.069600 -1.655472 -3.157897 -0.156 -0.937 -0.855
C 0.100083 3.118497 -0.801145 -0.327 -0.411 0.166
C 0.269439 -1.300160 4.442942 -1.499 -1.361 -2.913
C 3.320279 -2.588784 -2.678779 -0.158 0.031 -0.027
C -0.838138 -2.199067 2.656240 0.089 1.608 -0.024
C -2.775032 0.842614 -2.119773 -0.311 0.283 0.125
C -1.229754 -1.250838 3.676818 1.467 -0.867 1.752
H 0.197697 -1.946932 5.138419 -0.625 -3.805 5.763
H 4.252125 -1.815877 -0.907636 -0.085 0.194 0.051
H -2.587730 1.938840 -2.149847 -0.064 -0.972 -0.191
H 4.173565 -3.287672 -2.930440 -1.278 0.894 0.318
C -0.255094 0.592359 6.367497 0.015 0.423 -0.572
H 2.411594 -0.189876 -0.368712 0.195 -0.743 -1.048
H 1.389243 1.974559 -3.818857 -0.530 1.020 1.008
H -0.838776 1.416129 5.916972 0.001 -0.275 0.522
C 1.201570 -0.743479 -2.110044 0.847 -0.479 0.997
C -4.393931 -1.002925 -2.117856 0.042 0.490 -0.022
C -4.101707 0.369346 -2.241937 0.345 -0.132 0.068
C 0.854101 5.019322 -2.165723 0.014 -0.881 -0.255
H 1.683238 4.503841 -4.085051 -0.166 -0.451 0.282
H 0.118007 -1.719398 -3.750112 1.149 0.140 0.535
C -3.364482 -1.859755 -1.735379 0.527 -0.438 0.187
C 0.526749 -2.409926 2.540110 1.146 0.524 -0.753
C 1.371855 -1.641277 3.469604 -1.461 -2.491 1.122
C -1.700854 -0.062532 -1.865920 -0.904 -0.273 0.775
C 0.312395 4.515089 -0.978132 -0.352 -0.699 0.557
Os 0.508399 0.219830 3.507875 1.835 5.317 -5.645
H -4.959577 1.040167 -2.384662 0.727 -0.043 -0.103
H 2.070070 -3.268675 -4.261706 -0.256 0.398 0.132
C -2.044679 -1.416977 -1.564958 0.092 0.217 -0.065
H 0.371738 0.936235 7.181022 -0.377 0.170 0.460
C 1.036814 2.685538 -3.010927 0.142 0.023 -0.538
P -0.015361 0.415190 -1.460778 0.134 0.713 -1.409
H 1.000506 6.108333 -2.305308 -0.088 -0.899 0.088
H -1.540077 -2.507780 1.913121 -0.409 -0.771 -0.226
H 0.981834 -2.956867 1.722456 -0.210 -0.373 0.088
C 2.142974 -2.549861 -3.442847 -0.309 0.183 0.011
Cl 2.535302 1.040485 2.106085 -1.781 -0.197 0.434
H -2.086388 -1.388907 4.439514 1.171 0.438 -1.823
H -1.262556 -2.086671 -1.141344 -0.721 0.397 -0.600
H -0.911702 -0.240040 6.677726 0.209 0.351 -0.074
C 2.366884 -0.842297 -1.289721 -0.240 0.802 0.803
H 2.234616 -2.120953 4.011253 -0.408 1.065 -1.172
H -3.600141 -2.901396 -1.518903 0.130 0.212 -0.095
O 0.699529 0.152561 5.415621 0.726 0.216 2.838
H 0.033079 5.207853 -0.155045 0.282 -0.661 -0.685
```
Positions in Å, forces in eV/Å.

As for the total charge: +1. The LUMO energy (alpha / beta) is -0.0982 / -0.2179 Eh. Its expectation value of S² is 6.0381. The spin multiplicity is 5. The largest force on an atom comes out at 7.97 eV/Å. Its HOMO-LUMO gap (alpha / beta) is 6.82 / 4.81 eV. For the relative energy (zero: lowest compared OMol25 entry of this formula, charge and spin), the calculation gives 0.00 kcal per mole.